1.
Here is a 2-piece molecular cluster, C2O3S2 overall at a distorted geometry from OMol25. Energies are from ωB97M-V with the def2-TZVPD basis set.

Summary:
**HOMO-LUMO gap (alpha / beta)**: 7.3 / 7.2 eV
**LUMO (alpha / beta)**: -2.35 / -1.79 eV
**Relative energy (zero: lowest compared OMol25 entry of this formula, charge and spin)**: 405.34 kJ/mol

CARTESIAN COORDINATES (ANGSTROEM)
1 O -2.753 -0.174 -0.827
2 S 2.629 0.106 -0.119
3 C 0.439 -0.435 1.115
4 S -1.693 0.744 -0.463
5 O -0.330 -1.495 0.766
6 C -0.494 -0.151 0.192
7 O 2.203 1.404 -0.663

---

2.
Here is C45H42AsN4O2PdSeSi as an isolated structure at a distorted geometry from OMol25. Energies are from ωB97M-V with the def2-TZVPD basis set.

Summary:
**HOMO-LUMO gap**: 6.1 eV
**LUMO**: 2.51 eV
**Charge**: -1
**Relative energy (zero: lowest compared OMol25 entry of this formula, charge and spin)**: 31.08 kJ/mol

CARTESIAN COORDINATES (ANGSTROEM)
1 N 0.518 4.190 2.794
2 C 5.187 -2.148 -0.462
3 C -1.500 0.217 -2.649
4 C 0.642 -0.212 2.868
5 C 5.002 3.289 0.328
6 H 1.872 2.462 -1.764
7 H 2.164 -4.685 -2.428
8 C -4.384 -0.493 -2.244
9 H 1.432 -0.751 -2.523
10 O -2.636 -0.856 0.065
11 N 1.854 4.462 1.098
12 C -3.515 2.962 -1.638
13 C 1.485 -2.818 -2.629
14 C 1.935 1.793 2.969
15 H -6.637 -3.025 -2.114
16 H -4.148 4.993 -1.906
17 As -2.825 0.124 -1.242
18 C 2.493 5.040 2.186
19 C 0.816 0.990 4.951
20 C 1.936 5.380 4.519
21 C -6.037 -0.255 -3.978
22 C -0.732 1.379 -2.940
23 H 4.522 1.532 1.455
24 C 0.650 3.933 1.456
25 C -0.562 3.696 3.623
26 H -7.560 -1.771 -4.040
27 H 4.958 -2.974 2.809
28 H 5.875 3.519 0.929
29 H 0.582 2.299 -4.391
30 H 3.378 -3.585 -2.820
31 H -0.158 3.057 4.409
32 C -0.758 -0.812 -4.709
33 C 3.341 -0.927 0.592
34 H 2.267 4.248 0.198
35 H -3.996 1.108 1.147
36 H -6.442 0.295 -4.819
37 C -4.677 3.140 0.884
38 C 0.016 1.408 -4.144
39 H 5.779 -2.358 -1.348
40 C -4.895 0.201 -3.335
41 C 1.620 1.932 4.320
42 C 3.147 6.054 4.658
43 H -0.878 2.293 -2.389
44 C -4.716 4.229 0.019
45 H -4.404 1.102 -3.689
46 C 3.701 5.700 2.319
47 H -5.122 3.210 1.869
48 H -0.318 -0.818 4.693
49 H 0.574 1.092 6.003
50 C 4.015 6.209 3.577
51 O 0.403 -3.078 -2.127
52 N 1.863 -1.569 -3.045
53 C 3.549 3.791 -1.516
54 H 6.290 -3.513 0.790
55 H -2.066 -1.764 -3.332
56 H 3.420 6.463 5.624
57 Pd 0.191 0.180 -1.301
58 H -4.591 -2.177 -0.956
59 H -0.755 -1.650 -5.394
60 H -5.203 5.149 0.323
61 H -3.051 2.905 -2.616
62 C -6.667 -1.416 -3.538
63 Si 1.882 0.346 0.360
64 H -1.225 3.110 2.990
65 H 3.962 -0.698 -1.448
66 C -6.150 -2.119 -2.457
67 C 4.218 2.178 0.633
68 C 4.146 -1.228 -0.520
69 H 3.295 4.400 -2.377
70 C 1.471 0.714 2.207
71 Se -0.532 3.102 0.361
72 H 4.374 5.806 1.475
73 C 3.671 -1.583 1.788
74 C 0.001 0.342 -5.004
75 H 1.262 5.248 5.357
76 C -3.481 1.876 -0.774
77 H 2.820 -1.452 -3.327
78 H 4.950 6.740 3.715
79 C 3.056 1.857 -0.088
80 H 3.101 -1.373 2.687
81 H -1.119 4.527 4.061
82 H 2.569 2.545 2.509
83 C -5.010 -1.653 -1.808
84 C -1.491 -0.880 -3.559
85 C 4.724 -2.497 1.862
86 H 2.006 2.778 4.878
87 C 5.478 -2.796 0.736
88 H 0.568 0.390 -5.927
89 H 5.281 4.966 -0.995
90 C 4.668 4.104 -0.749
91 C -4.060 1.963 0.488
92 N 2.405 -3.834 -2.908
93 C 0.321 -0.083 4.216
94 C 2.756 2.690 -1.180
95 C -4.132 4.141 -1.238
96 H 0.240 -1.053 2.303
97 C 1.629 4.879 3.267

---

3.
Here is C38H53BaN7O3P4 as an isolated structure from OMol25. Energies are from ωB97M-V with the def2-TZVPD basis set.

Summary:
**HOMO-LUMO gap**: 8.5 eV
**LUMO**: -4.40 eV
**Charge**: +2
**Relative energy (zero: lowest compared OMol25 entry of this formula, charge and spin)**: 0.00 kJ/mol

CARTESIAN COORDINATES (ANGSTROEM)
1 P -1.292 -0.843 1.984
2 C -2.216 3.009 2.847
3 C 5.861 0.362 -0.558
4 H -5.545 -3.533 -3.749
5 H -2.929 -4.004 0.414
6 H 4.640 3.525 -0.663
7 H 3.468 -5.742 -1.501
8 H 5.997 2.364 -3.038
9 H 1.376 5.121 0.731
10 C 0.265 -3.854 5.087
11 H 4.867 3.006 -4.250
12 C -4.389 -2.519 -2.260
13 H 6.819 0.516 -1.061
14 C 0.304 -3.843 -0.655
15 C -3.648 -2.645 -1.086
16 H 0.565 3.935 1.773
17 C 2.274 5.445 -1.883
18 C -4.819 -4.887 -2.252
19 H -6.230 3.243 -0.892
20 C -3.920 0.157 -0.602
21 C 2.521 -3.818 -1.275
22 Ba 0.520 -0.547 -0.659
23 C -2.799 2.946 4.105
24 C -0.109 4.858 -2.121
25 H 4.423 -3.555 -1.981
26 N 1.236 4.430 -1.734
27 H -5.283 -5.755 -2.701
28 C -4.220 2.514 -1.036
29 H 2.055 6.318 -1.263
30 H 3.246 5.050 -1.593
31 H 3.509 -2.105 -1.773
32 P -2.751 -1.219 -0.405
33 H -4.525 -1.546 -2.717
34 C -0.518 -4.293 4.030
35 N 2.050 3.139 0.470
36 H 5.453 -0.598 -0.869
37 N 1.405 -3.137 -0.976
38 C 2.171 1.874 1.193
39 C -1.741 1.850 2.253
40 H -0.675 -5.719 -0.359
41 H -3.807 3.479 -1.300
42 C 1.518 4.214 1.313
43 H -1.640 -3.727 2.294
44 H -0.593 -3.265 -0.420
45 H -2.140 3.958 2.330
46 H 2.942 1.330 -5.017
47 C -4.967 -3.638 -2.840
48 C 1.413 -5.910 -0.925
49 H 5.972 1.683 -4.663
50 H -5.723 -0.938 -0.164
51 H 2.236 4.427 2.105
52 N 4.924 1.447 -0.865
53 H -4.537 -2.487 1.573
54 C -0.769 -2.019 3.263
55 H 1.191 1.530 1.553
56 C 0.027 -1.586 4.323
57 N -2.667 -1.561 1.272
58 C 5.356 2.757 -0.389
59 C -4.085 -5.019 -1.082
60 H -2.329 1.515 -1.119
61 C -3.879 -1.779 2.076
62 H -4.415 -0.842 2.244
63 O 0.362 2.046 -1.232
64 P 1.520 2.980 -1.087
65 O 2.968 -0.101 -1.662
66 H 2.934 -0.250 -4.194
67 C -1.028 -3.381 3.117
68 N 3.630 -3.089 -1.580
69 C -5.581 2.381 -0.810
70 H 5.440 2.737 0.698
71 H -0.105 5.177 -3.163
72 P 3.759 1.144 -1.954
73 H -3.597 -2.203 3.040
74 H 6.035 0.324 0.517
75 C -2.912 1.728 4.762
76 H -0.809 4.035 -2.010
77 C -1.851 0.620 2.904
78 H 2.604 1.112 0.538
79 H -0.435 5.696 -1.501
80 H 1.422 -6.992 -0.911
81 H 4.236 0.158 -5.315
82 H -0.737 -5.347 3.918
83 C -2.446 0.568 4.164
84 C 0.242 -5.210 -0.613
85 H -3.980 -5.988 -0.612
86 C -3.494 -3.903 -0.506
87 C 5.350 2.100 -3.872
88 H -7.183 1.039 -0.325
89 H 6.334 3.018 -0.801
90 H 0.660 -4.564 5.801
91 H -2.539 -0.379 4.680
92 O 2.826 2.465 -1.886
93 H 1.146 -2.156 6.058
94 H -3.371 1.682 5.740
95 N 4.370 1.097 -3.458
96 H 2.330 5.767 -2.924
97 C -3.393 1.404 -0.933
98 C -6.118 1.139 -0.490
99 H 2.835 1.991 2.048
100 C 3.565 0.558 -4.556
101 C -5.295 0.031 -0.391
102 C 0.539 -2.501 5.231
103 H -1.296 1.900 1.262
104 H 0.236 -0.530 4.453
105 C 2.553 -5.222 -1.255
106 H -3.170 3.847 4.576

---

Question: Which of these has the highest relative energy (zero: lowest compared OMol25 entry of this formula, charge and spin)?
Answer: C2O3S2

---

Question: Which formula does entry 1 have?
Answer: C2O3S2